This record from the Open Molecules 2025 dataset describes C30H40I2N9OPPdS2 as an isolated structure. The level of theory is wB97M-V/def2-TZVPD.

Geometry as XYZ:
```
86
Properties=species:S:1:pos:R:3:forces:R:3
C -0.9101 -2.6779 2.7728 0.0 0.0 0.1
H 1.4100 -0.4373 -1.2130 -0.1 -0.1 0.0
H -0.2062 -4.2885 1.5351 0.0 0.0 0.1
H 4.1837 1.2822 1.2935 0.0 0.0 0.0
H 2.0022 0.5623 3.1390 0.0 0.0 0.0
H -2.8671 -2.0004 -5.0561 0.0 0.0 0.0
H 0.1226 1.4051 5.3818 0.0 0.0 0.0
O -0.1768 -1.1485 -2.6991 0.5 -0.4 -0.2
N 1.6494 0.8819 0.4301 0.4 0.3 -0.5
H -0.7184 4.0852 4.1635 0.0 0.0 0.0
C 1.4414 -2.9802 1.9997 0.1 0.0 0.1
C 1.2024 -1.9768 0.8816 -0.3 0.1 0.1
C -1.1767 1.8375 -4.4720 -0.1 0.1 0.6
H -4.0422 -4.4985 -0.0943 0.0 0.0 0.0
C -0.5675 3.7498 -1.5165 -0.3 -0.4 0.1
C -1.0028 1.7203 -5.7976 0.1 0.0 -0.4
C -3.6119 -3.5729 -0.4591 0.0 -0.2 0.0
N -0.7224 3.8305 -0.1969 0.0 0.2 -0.1
N -2.5138 -1.1983 -1.3668 1.1 -0.2 0.4
S -1.7383 0.2598 -6.3400 0.0 0.0 -0.3
H 1.8423 -2.4493 2.8724 0.0 0.0 0.0
C -0.0389 3.4784 3.5580 0.1 0.0 0.1
N -1.1656 1.2036 0.2551 0.7 -0.5 0.8
H 0.1474 -5.6281 -2.1954 0.0 0.0 0.0
C -0.2316 4.1052 -3.9122 0.2 0.4 -0.2
C 4.1681 1.5995 -0.8410 0.0 0.1 -0.1
H 1.5421 1.2432 -1.6587 -0.1 0.2 -0.1
C 1.0313 1.5437 4.7884 0.0 0.0 0.0
H 3.5983 0.0348 -2.2393 0.0 0.0 0.0
H -5.1519 -2.3329 0.3496 0.1 0.0 0.0
N -2.9250 -1.2186 -4.4279 0.0 0.3 -0.1
C -2.3885 -3.6182 -1.1708 -0.1 -0.1 0.1
H -0.4827 2.3798 -6.4750 -0.1 -0.1 0.1
H 0.3036 4.1137 2.7354 0.0 0.0 0.0
H -0.0308 4.5063 -4.8936 0.0 -0.1 0.1
H 3.8571 2.3936 -1.5329 0.0 0.0 0.0
H 1.9466 2.9524 0.0667 0.0 0.0 0.0
C -3.6271 -1.2005 -0.6780 -0.3 0.2 0.0
C -1.8657 -2.3815 -1.6209 -0.2 0.0 0.2
C -0.8112 2.2873 2.9941 0.3 -0.3 0.0
C 1.9283 0.4841 -0.9720 0.1 0.0 0.4
C 0.9888 0.6533 3.5484 0.0 0.3 -0.1
C 3.4242 0.3176 -1.1984 0.0 0.0 0.1
H 1.8647 1.2225 5.4153 0.0 0.0 0.0
C 0.0886 -3.5009 -2.4844 -0.2 -0.3 0.1
H 1.2758 3.6356 5.2915 0.0 0.0 0.0
H -1.5468 -2.2472 0.7980 -0.1 -0.1 -0.3
N -0.9275 2.6858 -2.2234 0.6 0.3 0.3
S 0.0517 5.0344 -2.4828 0.1 0.3 -0.1
H -0.3574 4.6159 0.3100 0.0 0.0 0.0
C -4.2254 -2.3828 -0.2087 -0.1 0.1 -0.1
C 2.3089 2.1590 0.7418 -0.1 -0.2 -0.1
H 5.2470 1.4756 -0.9607 0.0 0.0 0.0
H -1.4791 1.8764 3.7583 0.0 0.0 0.0
C -0.4311 -4.7270 -2.0375 0.2 0.3 -0.1
C -1.6436 -4.8033 -1.4042 -0.1 0.2 0.0
C -0.7453 2.9128 -3.5837 -0.1 -0.5 0.1
H 3.7863 -0.5064 -0.5724 0.0 0.0 0.0
C 1.1716 3.0143 4.4003 -0.1 0.0 0.0
N 0.1219 -1.0386 1.2233 0.0 -0.7 -0.1
H -4.0786 -0.2321 -0.4908 0.1 0.0 0.1
H 2.0980 3.1358 3.8314 0.0 0.0 0.0
H -2.9702 -1.4420 -3.4472 0.0 0.0 0.0
H 2.2007 -3.6958 1.6740 0.0 0.0 0.0
H -0.9652 2.9126 0.2492 0.0 -0.4 0.0
H -0.6028 -2.1385 3.6763 0.0 -0.1 0.0
Pd -1.3130 0.7200 -1.6355 -1.7 0.8 -1.4
H -1.8585 -0.9287 1.9077 0.0 0.1 0.0
C -0.5858 -2.2764 -2.3266 -0.2 0.1 0.2
H -1.4525 2.5785 2.1693 0.0 0.0 -0.1
C -2.2110 -0.1030 -4.7258 -0.1 0.0 0.4
N 0.1120 1.2448 2.5297 -0.2 0.3 0.4
H 0.3370 -4.3995 3.2073 0.0 0.0 0.0
C -1.1357 -1.6936 1.6329 0.5 0.2 0.1
H 2.1075 -1.4125 0.6908 0.1 0.0 0.0
H 4.2914 2.9834 0.8260 0.0 0.0 0.0
N -1.8680 0.8123 -3.8510 0.3 -0.5 -0.1
H 2.0586 2.4526 1.7572 0.0 0.0 0.0
H -1.8572 -3.1784 2.9953 0.0 0.0 0.0
I 1.9670 -3.4594 -3.3544 0.2 0.1 -0.1
P 0.0959 0.6033 1.0035 -0.7 0.1 -0.3
C 3.8177 2.0296 0.5799 0.0 -0.1 0.0
I -2.3272 -6.6646 -0.7773 -0.1 -0.1 0.1
H 0.9436 -2.5210 -0.0369 0.0 0.0 0.0
C 0.1550 -3.6986 2.3901 0.0 0.0 -0.1
H 0.6645 -0.3578 3.8068 0.0 0.0 0.0
```
Forces are in eV/Å.

The calculation puts the largest force on an atom at 2.40 eV/Å. The total charge is 0. Its relative energy (zero: lowest compared OMol25 entry of this formula, charge and spin) is 22.5 kcal per mole. Its HOMO energy is -6.9 eV. Its spin multiplicity is 1. The value obtained for the HOMO-LUMO gap is 6.9 eV. The value obtained for the total energy is -3596.3272 hartree.

=====

This record from the Open Molecules 2025 dataset describes C20H20BeN4O3 as an isolated structure. The level of theory is wB97M-V/def2-TZVPD.

Geometry as XYZ:
```
48
Properties=species:S:1:pos:R:3:forces:R:3
C 1.5815 2.0472 -0.7497 0.0 0.0 0.0
C 2.4616 1.3902 -1.7586 0.0 0.0 0.0
C 1.4737 3.4107 -0.4360 0.0 0.0 0.0
H 5.0760 -2.5756 0.6121 0.0 0.0 0.0
O -0.7438 -0.2685 1.4435 0.1 0.0 0.1
C 1.6726 -1.7755 -1.3864 0.0 0.0 0.0
H -6.4747 0.0183 1.8884 0.0 0.0 0.0
H -3.7324 0.4625 5.1443 0.0 0.0 0.0
N -2.1827 -0.7635 -0.2707 0.0 0.0 0.0
C 2.9543 -2.1990 -1.8130 0.0 0.0 0.1
H 3.7853 -3.6910 0.1113 0.0 0.0 0.0
C 0.5947 -1.9815 -2.2859 0.0 0.0 0.0
H 0.1940 4.5809 2.3829 0.0 0.0 0.0
C -5.2211 0.2709 3.6119 0.0 0.0 0.0
O 1.5512 -1.2120 -0.2037 0.0 0.0 0.0
C -3.9208 0.2803 4.0941 0.0 0.0 0.0
H -1.0857 4.7669 1.1808 0.0 0.0 0.0
C 0.8100 -2.5782 -3.5356 0.0 0.0 0.0
N 0.1135 2.2479 0.8000 0.0 0.0 0.0
H -4.5713 -0.3977 0.3511 0.0 0.0 0.0
C 3.1414 -2.7618 -3.0559 0.0 0.0 0.0
H -0.0405 -2.7320 -4.1897 0.0 0.0 0.0
C -2.8587 0.0504 3.2316 0.0 0.0 0.0
C -1.9512 -0.4251 0.9695 -0.1 0.0 0.0
C -4.4029 -0.2044 1.4014 0.0 0.0 0.0
H 3.3673 -2.1662 0.9311 0.0 0.0 0.0
H 3.0485 2.1401 -2.2852 0.0 0.0 0.0
H 2.0168 4.2252 -0.8833 0.0 0.0 0.0
H 2.2352 -3.4059 -4.9006 0.0 0.0 0.0
C -0.0077 4.6718 1.3150 0.0 0.0 0.0
H 0.4620 5.5846 0.9567 0.0 0.0 0.0
H -6.0500 0.4500 4.2847 0.0 0.0 0.0
C 4.0576 -2.6397 0.2347 0.0 0.0 0.0
H 1.8728 0.8366 -2.4906 0.0 0.0 0.0
O 4.0540 -1.9711 -1.0249 0.0 0.0 -0.1
N -0.9317 -0.9136 -0.8488 0.0 0.0 0.0
H 3.1377 0.6831 -1.2775 0.0 0.0 0.0
H -0.5208 1.8840 1.4968 0.0 0.0 0.0
C 0.5277 3.5004 0.5661 0.0 0.0 0.0
H -1.6120 -2.0750 -2.3939 0.0 0.0 0.0
Be 0.3018 -0.3514 0.1684 0.0 0.1 0.0
H -1.8394 0.0440 3.5933 0.0 0.0 0.0
C -3.0954 -0.1918 1.8825 0.0 0.0 0.0
C -0.7542 -1.6480 -1.8767 0.0 0.0 0.0
C -5.4599 0.0275 2.2647 0.0 0.0 0.0
N 0.7451 1.3530 0.0165 0.0 0.0 0.0
H 4.1493 -3.0418 -3.3357 0.0 0.0 0.0
C 2.0710 -2.9563 -3.9313 0.0 0.0 0.0
```
Forces are in eV/Å.

The calculation puts the largest force on an atom at 0.12 eV/Å. The total charge is 0. Its HOMO energy is -7.8 eV. Its spin multiplicity is 1. The value obtained for the HOMO-LUMO gap is 8.0 eV. The value obtained for the total energy is -1233.7873 hartree.